Entry 1:
Computed, not measured: a molecular structure, C24H44AuP2, with the ωB97M-V functional and the def2-TZVPD basis.

XYZ file:
```
71
C24H44AuP2, DFT the ωB97M-V functional and the def2-TZVPD basis
Au 2.540 0.455 -0.690
C -0.809 -0.471 1.053
C -0.508 -1.543 0.117
C 1.528 -0.674 0.890
C 0.373 0.006 1.568
C 0.861 -1.692 0.019
C -2.189 -0.048 1.428
H -2.663 0.506 0.600
H -2.156 0.617 2.310
H -2.852 -0.897 1.677
C 0.490 0.923 2.729
H 0.336 1.967 2.449
H 1.471 0.842 3.206
H -0.249 0.696 3.502
C 2.566 -1.181 1.871
H 2.098 -1.682 2.735
H 3.162 -0.353 2.265
H 3.239 -1.901 1.391
C 1.579 -2.741 -0.736
H 0.888 -3.538 -1.028
H 2.367 -3.188 -0.123
H 2.060 -2.361 -1.645
C -1.551 -2.349 -0.572
H -1.139 -3.242 -1.058
H -2.047 -1.779 -1.372
H -2.338 -2.657 0.127
C -2.856 1.613 -1.776
C -3.932 0.792 -1.849
C -4.246 -0.203 -2.903
C -3.481 -0.170 -4.246
C -2.208 -0.943 -4.308
C -1.128 -0.758 -3.560
C -0.904 0.310 -2.554
C -1.677 1.623 -2.712
H -5.303 -0.058 -3.164
H -3.396 0.864 -4.613
H -4.201 -1.224 -2.492
H -1.930 1.859 -3.756
H -2.837 2.306 -0.925
H -4.654 0.831 -1.027
H -1.014 2.436 -2.368
H -1.095 -0.076 -1.537
H -0.302 -1.488 -3.595
H 0.179 0.525 -2.566
H -4.117 -0.695 -4.972
H -2.146 -1.748 -5.061
P 0.375 1.983 -5.116
C 0.330 3.541 -6.145
C -0.444 0.984 -6.467
P 2.779 0.165 -4.306
C 2.121 1.513 -5.446
C 2.060 -1.302 -5.200
C 4.369 0.066 -5.265
H 1.276 4.094 -6.056
H -0.490 4.169 -5.758
H 0.130 3.332 -7.204
H -0.021 1.238 -7.446
H -1.512 1.250 -6.479
H -0.365 -0.096 -6.295
H 4.191 0.247 -6.336
H 4.782 -0.940 -5.135
H 5.084 0.808 -4.893
H 2.738 2.412 -5.271
H 2.211 1.208 -6.506
H 2.839 -2.072 -5.240
H 1.755 -1.075 -6.232
H 1.206 -1.711 -4.654
C 3.970 1.477 -1.663
H 3.640 1.917 -2.611
H 4.803 0.769 -1.792
H 4.223 2.245 -0.914
```

Values from the calculation:
Charge: +1
Orbital gap (spin up / spin down), eV: 8.580 / 4.908
Energy relative to the best compared isomer or geometry (same formula, charge and spin), kcal per mole: 0.00
HOMO (spin up / spin down), eV: -10.91 / -10.91
2S+1: 3

Entry 2:
Computed, not measured: a molecular structure, C24H44BClF5LiN2O6P, with the ωB97M-V functional and the def2-TZVPD basis.

XYZ file:
```
85
C24H44BClF5LiN2O6P, DFT the ωB97M-V functional and the def2-TZVPD basis
C -3.668 -2.093 -0.987
C -3.231 -1.535 -2.341
C -2.691 -0.120 -2.320
O -1.546 0.065 -1.478
C -1.854 0.767 -0.307
C -0.663 0.804 0.663
O 0.554 0.858 -0.014
C 1.396 -0.308 -0.230
C 0.846 -1.708 0.047
C 0.539 -2.603 -1.161
C 1.637 -3.635 -1.510
C 1.036 -5.006 -1.492
O 1.237 -5.839 -0.620
O 0.197 -5.193 -2.521
C -0.815 -6.215 -2.329
C -1.829 -6.036 -3.431
B 2.058 -0.116 -1.656
N 1.802 1.089 -2.469
O 2.906 -1.068 -2.134
P 2.787 -0.004 1.022
C 3.469 1.619 0.488
C 4.125 -1.212 0.675
C 4.554 -1.973 1.946
C -0.652 2.159 1.512
C 0.420 1.875 2.610
C 1.423 2.894 3.200
C 1.282 3.122 4.710
Cl 1.556 4.484 2.406
O -0.365 3.143 0.571
C -1.022 4.404 0.447
C -1.697 4.490 -0.915
C -0.922 3.821 -2.006
N -1.536 3.269 -2.974
C -2.033 2.277 2.175
F -2.454 1.015 2.656
F -3.032 2.654 1.359
C -2.151 3.231 3.449
F -3.441 3.660 3.513
F -1.352 4.263 3.438
F -2.012 2.558 4.628
H -3.082 -1.702 -0.160
H -4.724 -1.911 -0.806
H -3.538 -3.173 -0.975
H -4.102 -1.510 -2.997
H -2.508 -2.194 -2.809
H -2.388 0.153 -3.329
H -3.470 0.586 -2.028
H -2.094 1.799 -0.573
H -2.743 0.359 0.180
H -0.677 0.008 1.405
H -0.022 -1.691 0.698
H 1.586 -2.250 0.639
H -0.344 -3.178 -0.892
H 0.254 -2.035 -2.037
H 2.433 -3.649 -0.775
H 2.023 -3.429 -2.503
H -1.246 -6.060 -1.343
H -0.335 -7.187 -2.371
H -2.748 -6.562 -3.185
H -2.068 -4.981 -3.532
H -1.436 -6.409 -4.370
H 1.991 1.917 -1.915
H 0.804 1.100 -2.660
H 3.545 -0.695 -2.748
H 4.020 2.008 1.340
H 2.642 2.299 0.302
H 4.140 1.566 -0.366
H 3.816 -1.925 -0.081
H 4.984 -0.678 0.275
H 3.799 -1.922 2.724
H 4.694 -3.028 1.721
H 5.500 -1.608 2.333
H -0.114 1.444 3.460
H 1.016 1.044 2.249
H 2.404 2.452 3.066
H 0.827 2.267 5.201
H 2.272 3.241 5.143
H 0.749 4.040 4.934
H -1.768 4.613 1.205
H -0.274 5.184 0.541
H -1.833 5.541 -1.171
H -2.692 4.052 -0.883
H 0.166 3.850 -1.958
H -0.883 2.894 -3.658
Li -3.431 1.502 4.088
```

Values from the calculation:
Charge: +1
Orbital gap, eV: 6.259
HOMO, eV: -10.34

Entry 3:
Computed, not measured: 5 unconnected molecules or ions with the total composition C24H44BFI2O12PS4, with the ωB97M-V functional and the def2-TZVPD basis.

XYZ file:
```
89
C24H44BFI2O12PS4, DFT the ωB97M-V functional and the def2-TZVPD basis
C -1.568 0.792 7.084
C -0.284 0.178 6.595
I -0.412 -0.522 4.612
C 0.871 0.046 7.215
I 0.934 0.828 9.172
B 2.242 -0.619 6.687
O 3.210 -0.899 7.777
C 4.383 -1.106 7.059
C 4.376 0.025 5.990
C 5.050 -0.432 4.677
C 4.239 -1.385 3.849
O 3.642 -1.150 2.857
F 4.299 -2.670 4.313
P 5.127 1.628 6.723
C 6.319 2.179 5.421
O 6.227 1.124 7.865
O 3.031 0.332 5.803
H -2.367 0.686 6.356
H -1.877 0.312 8.018
H -1.424 1.855 7.299
H 1.999 -1.654 6.057
H 5.264 -1.121 7.707
H 4.323 -2.068 6.531
H 6.009 -0.900 4.930
H 5.252 0.401 4.009
H 5.754 2.660 4.618
H 7.011 2.894 5.867
H 6.904 1.370 4.977
H 6.666 0.296 7.645
C -1.665 -3.342 -0.172
C -0.816 -2.227 0.455
C -1.707 -0.988 0.593
S -3.385 -1.603 0.776
O -4.178 -1.210 -0.367
O -3.846 -1.343 2.114
C -2.979 -3.344 0.601
H -1.168 -4.310 -0.116
H -1.856 -3.122 -1.227
H -0.471 -2.545 1.440
H 0.063 -1.995 -0.145
H -1.463 -0.388 1.466
H -1.676 -0.373 -0.303
H -3.803 -3.843 0.096
H -2.852 -3.747 1.605
C 2.844 2.905 -1.030
C 1.695 3.916 -1.156
C 0.385 3.119 -1.181
S 0.706 1.612 -0.247
O 0.591 0.482 -1.137
O -0.034 1.638 0.985
C 2.434 1.939 0.077
H 3.790 3.392 -0.798
H 2.967 2.361 -1.969
H 1.702 4.585 -0.294
H 1.793 4.530 -2.051
H -0.444 3.637 -0.705
H 0.105 2.817 -2.189
H 2.972 0.994 0.072
H 2.491 2.398 1.063
C -1.769 -3.440 -4.570
C -2.376 -2.128 -4.054
C -1.214 -1.206 -3.669
S 0.149 -1.661 -4.744
O 1.230 -2.192 -3.953
O 0.405 -0.604 -5.696
C -0.678 -3.029 -5.557
H -2.516 -4.069 -5.052
H -1.331 -4.008 -3.745
H -2.955 -1.658 -4.847
H -3.035 -2.284 -3.201
H -1.436 -0.154 -3.834
H -0.876 -1.348 -2.643
H 0.057 -3.801 -5.771
H -1.104 -2.644 -6.483
C -5.436 2.667 -7.437
C -4.218 2.150 -8.218
C -3.328 1.390 -7.227
S -4.434 0.756 -5.954
O -4.109 1.384 -4.701
O -4.504 -0.683 -6.040
C -5.932 1.489 -6.606
H -6.215 3.038 -8.101
H -5.137 3.484 -6.778
H -4.551 1.475 -9.009
H -3.667 2.962 -8.690
H -2.805 0.548 -7.672
H -2.615 2.042 -6.727
H -6.571 1.763 -5.770
H -6.421 0.735 -7.222
```

Values from the calculation:
Charge: -1
Orbital gap, eV: 6.407
Energy relative to the best compared isomer or geometry (same formula, charge and spin), kcal per mole: 0.00
HOMO, eV: -4.98

no.,largest force on an atom (eV/Å)
1,2.7
2,1.5
3,0.4